[1]
C15H37IrN4O5S | the ωB97M-V functional and the def2-TZVPD basis

Values from the calculation:
Lowest unoccupied orbital energy (spin up / spin down) (eV): -8.8 / -12.3
Spin multiplicity: 2
Energy above the lowest of the compared OMol25 structures with the same formula, charge and spin (kJ/mol): 0.00
Kohn-Sham gap (spin up / spin down) (eV): 9.8972 / 6.3257
Total charge: +3
⟨S²⟩: 0.75
DFT total energy (Eh): -1690.4758

Each line ends with the Löwdin charge.
CARTESIAN COORDINATES (ANGSTROEM)
H (-0.4772, -0.4340, 3.2676)  0.1291
S (-1.8208, -0.5939, -1.9328)  0.5868
H (-3.8896, 0.2677, -2.5478)  0.1028
C (1.7499, 1.8894, -2.7835)  -0.1007
H (1.9146, 1.8483, 0.1283)  0.1187
H (-0.3320, 2.8461, 1.6816)  0.1312
N (0.5892, 2.5718, -2.3045)  0.1437
C (1.6327, 1.2511, 2.0378)  -0.1446
H (-2.5488, 1.4997, 0.3455)  0.0730
N (1.0872, 1.6611, 0.6973)  -0.1690
C (-1.4549, -0.4721, 2.7860)  -0.1057
C (1.5423, 0.3858, -2.8685)  -0.1335
C (2.2710, -0.1014, 1.8706)  -0.1351
O (-1.3598, 0.3206, 1.5516)  -0.3474
H (2.6140, -0.5082, 2.8229)  0.1597
C (-1.0481, -4.0126, 1.9007)  -0.0275
H (1.5854, 4.1509, -1.3897)  0.1520
H (-0.5911, 4.6250, 0.0181)  0.1487
H (2.3842, -0.0270, -3.4271)  0.1540
C (-3.5623, -0.6655, -2.0900)  -0.0687
H (-3.3708, 0.0830, 1.0431)  0.1012
H (-1.3266, -4.4444, 2.8627)  0.1107
O (-1.4100, -1.3435, -0.6629)  -0.4233
H (1.9404, 2.2535, -3.8091)  0.1865
H (-2.1532, -2.3155, 3.5532)  0.1580
C (1.6469, -1.8020, -1.8512)  -0.1409
H (2.0207, -3.0005, 1.3523)  0.1435
H (-1.2061, 3.1040, -0.5785)  0.1016
O (-1.3827, 0.8181, -1.5041)  -0.4763
H (0.7988, 1.2475, 2.7363)  0.1203
C (-1.8700, -1.9040, 2.5776)  -0.1745
N (1.4956, -0.3164, -1.5418)  -0.1445
H (1.1634, 3.6697, 1.2735)  0.1474
H (2.3611, 1.9853, 2.3860)  0.1529
Ir (0.0370, 0.0332, -0.0641)  1.4202
C (1.3386, -2.6922, -0.6653)  -0.1583
H (-0.3143, 2.0859, -2.4192)  0.1365
H (0.9956, -2.0241, -2.6950)  0.1265
H (2.6252, 2.2008, -2.2042)  0.1495
H (-2.7406, -1.9855, 1.9171)  0.1406
H (3.1552, -0.0154, 1.2325)  0.1301
C (-2.6582, 0.8859, 1.2314)  -0.0218
H (1.7012, -3.6933, -0.9070)  0.1505
H (-1.8529, -4.1645, 1.1787)  0.1071
H (-2.1566, 0.0589, 3.4271)  0.1493
H (0.2674, -2.7919, -0.4986)  0.0888
H (-0.1400, -4.4905, 1.5443)  0.0953
H (-2.9908, 1.4874, 2.0753)  0.1205
H (0.6358, 0.1421, -3.4176)  0.1128
H (2.6834, -1.9414, -2.1662)  0.1471
C (2.0185, -2.2131, 0.5994)  -0.1277
O (-0.7698, -2.6112, 2.0453)  -0.2498
H (2.3767, -0.0661, -1.0909)  0.1169
H (0.0710, 4.5440, -2.2166)  0.1773
C (0.4007, 2.9885, 0.8881)  -0.1457
H (-3.7904, -1.5019, -2.7494)  0.1037
O (-1.2007, -0.9907, -3.1515)  -0.2374
H (0.6785, -1.4595, 1.8765)  0.0909
N (1.3094, -1.0125, 1.1978)  -0.1492
C (-0.2898, 3.6283, -0.3071)  -0.1165
H (3.0592, -1.9363, 0.4214)  0.1321
H (-4.0111, -0.8044, -1.1103)  0.0803
C (0.5686, 3.8019, -1.5732)  -0.0999

Atomic forces in eV per Å
-0.008 0.016 -0.010
0.041 -0.082 0.762
0.001 -0.001 -0.038
0.046 -0.021 -0.088
-0.042 0.021 -0.024
-0.024 0.005 -0.029
-0.102 -0.091 0.090
0.095 0.035 -0.068
-0.013 0.008 0.040
0.327 0.261 0.092
0.111 0.015 -0.058
0.022 0.095 0.079
0.019 0.061 0.035
-0.041 0.164 -0.013
-0.057 -0.053 -0.007
0.016 0.002 0.014
0.000 -0.025 0.012
-0.011 0.003 -0.007
-0.009 -0.018 0.002
-0.034 0.013 0.061
-0.013 0.051 0.023
-0.002 -0.006 -0.005
-0.151 -0.271 -1.335
0.001 0.001 0.002
-0.016 0.019 0.004
-0.052 -0.016 -0.039
0.020 0.056 0.057
-0.016 -0.011 0.021
0.039 -0.075 -0.027
0.002 -0.055 0.003
-0.005 0.028 0.019
0.038 -0.181 -0.107
-0.017 0.009 0.022
-0.025 0.005 0.012
-0.122 0.532 0.496
0.068 -0.089 0.046
0.044 0.060 -0.023
-0.009 0.019 0.056
-0.014 -0.013 0.004
0.000 0.012 -0.010
0.002 0.010 0.011
-0.042 -0.043 -0.031
0.072 0.029 0.008
-0.001 -0.003 0.007
-0.026 -0.055 0.021
0.042 -0.012 -0.025
0.006 -0.012 -0.006
-0.006 0.009 -0.005
-0.010 0.012 0.013
-0.018 -0.011 -0.067
-0.075 0.019 0.042
0.018 -0.005 -0.011
-0.028 -0.028 0.059
0.006 0.000 -0.006
0.031 -0.001 0.033
0.021 -0.025 0.012
-0.016 -0.170 0.052
-0.023 0.094 -0.031
-0.031 -0.331 -0.078
0.006 -0.032 0.016
0.012 -0.026 -0.050
-0.013 0.053 0.000
-0.033 0.045 -0.033

=====

[2]
C4H10NO | the ωB97M-V functional and the def2-TZVPD basis

Values from the calculation:
Lowest unoccupied orbital energy (eV): -3.3
SMILES string: C[NH2+][C@]1(C)CO1
Energy above the lowest of the compared OMol25 structures with the same formula, charge and spin (kJ/mol): 244.03
Kohn-Sham gap (eV): 12.6413
Total charge: +1
DFT total energy (Eh): -288.0701

Each line ends with the Löwdin charge.
CARTESIAN COORDINATES (ANGSTROEM)
H (-0.0736, 1.0687, 1.5747)  0.0942
H (-0.9533, -0.6906, -1.3463)  0.1439
N (-0.9176, 0.0122, -0.6331)  0.0550
C (0.1629, 0.0026, 1.7883)  0.0255
H (-0.5377, -0.5605, 2.4022)  0.1085
H (-1.3608, 1.7600, -1.7910)  0.1091
H (2.1852, -1.3524, 0.2087)  0.1356
O (0.1661, -1.8878, 0.3414)  0.0491
H (-0.4480, 2.0224, -0.3165)  0.1081
H (0.3684, 1.2503, -1.8754)  0.1420
C (0.2576, -0.5758, 0.4476)  -0.4997
H (1.2262, -1.0466, -1.4709)  0.1257
H (1.0751, -0.0401, 2.4685)  0.1396
C (1.3050, -1.1888, -0.3945)  0.0943
H (-1.8986, -0.0844, -0.2291)  0.2129
C (-0.5569, 1.3107, -1.1747)  -0.0440

Atomic forces in eV per Å
-0.126 -0.506 1.154
0.307 -0.634 -0.658
-0.431 -0.758 1.994
0.946 1.756 0.981
-0.685 0.342 -0.371
0.260 -0.570 0.283
0.572 -0.124 -0.873
1.023 -1.329 -1.558
0.404 -0.623 -0.888
-1.457 0.006 1.659
-1.169 -0.217 -1.429
0.333 -0.607 0.260
-0.600 0.096 -1.575
-1.378 0.367 2.181
1.536 0.730 -0.139
0.465 2.070 -1.021

=====

[3]
C3H8N2O | the ωB97M-V functional and the def2-TZVPD basis

Values from the calculation:
Lowest unoccupied orbital energy (eV): 1.0
Energy above the lowest of the compared OMol25 structures with the same formula, charge and spin (kJ/mol): 406.06
Kohn-Sham gap (eV): 9.7680
DFT total energy (Eh): -303.7375

Each line ends with the Löwdin charge.
CARTESIAN COORDINATES (ANGSTROEM)
H (-0.0347, -2.7140, 0.6993)  0.0614
H (1.0888, -1.3522, -0.9257)  0.1051
H (0.1128, 2.1646, -0.8896)  0.1294
C (-0.0400, 2.9574, 0.1884)  -0.1520
N (0.6577, 1.2438, -0.1452)  -0.0951
C (0.0608, -1.1392, -0.6157)  -0.2989
O (-0.6813, 3.0576, 1.1499)  0.0511
N (-0.5281, -2.3766, -0.1197)  -0.0165
H (-1.4975, -2.2395, 0.1435)  0.0621
H (0.5882, -0.2709, 1.3002)  0.1159
C (0.0658, 0.0318, 0.3845)  -0.2726
H (-0.9661, 0.2634, 0.6762)  0.1120
H (-0.4828, -0.8331, -1.5135)  0.1069
H (1.6563, 1.2069, -0.3325)  0.0912

Atomic forces in eV per Å
-0.043 0.022 -0.042
-0.052 0.043 0.005
1.370 -2.598 0.817
-1.159 2.154 1.294
-0.549 0.688 -1.107
-0.040 0.059 0.170
0.547 -0.352 -0.548
0.000 0.040 0.033
0.056 -0.010 0.002
0.006 0.067 -0.067
-0.118 -0.174 -0.418
0.056 0.004 0.013
0.048 0.007 0.028
-0.122 0.049 -0.180

=====

[4]
C25H64Br3N5O9Zr | the ωB97M-V functional and the def2-TZVPD basis

Values from the calculation:
Lowest unoccupied orbital energy (eV): -9.8
Energy above the lowest of the compared OMol25 structures with the same formula, charge and spin (kJ/mol): 0.00
Kohn-Sham gap (eV): 2.7097
Total charge: +2
DFT total energy (Eh): -9710.3424

Each line ends with the Löwdin charge.
CARTESIAN COORDINATES (ANGSTROEM)
H (-0.7075, -1.6150, -1.9754)  0.0661
C (2.2268, -2.4007, 2.6474)  -1.5999
N (-3.6722, 1.8475, 3.1180)  -0.0895
H (-3.2256, -3.4738, -0.5000)  0.0661
N (4.9447, 1.5671, -3.3726)  0.0510
H (-3.7396, 2.6098, 6.4952)  0.1066
O (-3.8869, -2.2609, 2.0423)  -0.3785
H (1.9235, 1.1326, 4.0699)  0.0511
H (1.8932, -2.8373, -1.4076)  0.1192
H (-2.0981, 2.1988, -4.9066)  0.0772
C (1.4851, -5.3207, -4.4329)  -0.0994
H (1.5548, 3.7966, 0.8360)  0.0822
H (1.2834, -2.7819, -3.8895)  0.1323
C (-5.0699, 3.5471, 4.2375)  -0.1974
N (1.1167, 3.1055, 1.4443)  0.0596
H (-5.0627, 1.5365, 4.7365)  0.1438
C (-2.7327, -4.3870, 2.0515)  -0.0269
C (4.6660, 0.9906, -2.0518)  -0.4154
H (5.8385, 2.1534, 0.9119)  0.0860
C (0.8152, -3.4766, -3.1746)  -0.2191
C (3.1517, 0.9454, -1.8908)  -0.0745
H (0.2454, -0.6254, -0.0737)  0.1325
H (-2.2996, 1.0705, -1.5237)  0.1127
C (-0.8123, 3.2518, -1.5457)  -0.0926
H (-4.3304, 2.4234, 2.5285)  0.1054
O (-1.7104, 2.7726, -2.5251)  -0.1571
C (0.0888, -3.7514, -0.7539)  -0.0531
H (-4.4498, -4.6820, -0.2000)  0.1044
H (0.3505, -4.8099, -0.8073)  0.0959
H (-3.5013, -0.9532, -2.5760)  0.0648
H (0.4010, 1.6754, 3.4038)  0.0658
H (-3.6754, -0.8745, -4.3331)  0.0856
H (-2.6331, -4.3362, 3.1365)  0.0896
O (-0.0277, 0.3024, 0.2664)  0.1775
H (5.9026, 3.8602, 0.5379)  0.0963
H (-1.8048, -4.0838, 1.5653)  0.0685
C (-4.2884, 2.2687, 4.4752)  -0.3692
H (8.3882, -1.3188, -2.4520)  0.0934
O (4.0273, 3.1579, 1.1208)  -0.1812
H (0.4596, -3.4253, 0.2220)  0.0335
H (5.9327, 1.4015, -3.5662)  0.0735
H (-4.8579, -2.9531, -0.3320)  0.0836
C (5.4351, 3.1337, 1.1978)  -0.1021
H (4.9324, -1.1849, -2.5471)  0.1291
H (-7.6013, 4.2418, 3.3312)  0.1032
H (-0.8510, 0.8936, -2.5917)  0.1208
O (-1.9055, 1.0218, 1.2820)  -0.1266
H (-4.8189, -4.0607, 2.0365)  0.1467
H (0.4772, -5.4801, -4.8248)  0.0926
O (-1.5593, -1.0486, 1.2683)  -0.0939
H (-0.6574, 4.3099, -1.7405)  0.1015
H (-3.6864, 1.4748, -3.4476)  0.1425
C (5.3096, -0.3806, -1.8984)  -0.2238
O (6.6851, -0.2791, -2.1799)  -0.1978
H (-5.7379, 3.7786, 5.0718)  0.1527
H (-1.0008, -3.7054, -0.7920)  0.0619
H (2.2647, 3.4094, 3.0689)  0.1481
H (-6.9144, 4.4128, 1.6675)  0.0992
H (4.0808, 1.8541, 2.6895)  0.1349
C (-1.8306, 1.3790, -2.4792)  -0.2430
H (2.0668, -6.2380, -4.3827)  0.0946
C (2.0923, 2.5571, 2.4033)  -0.4183
H (-1.2019, 3.0859, -0.5349)  0.0723
C (0.8687, -2.9381, -1.7596)  -0.3889
C (-4.1406, -3.6725, 0.0680)  -0.0336
Br (3.2474, -1.6119, 1.1605)  0.6516
C (-6.7058, 4.4177, 2.7304)  -0.0311
Br (2.7460, -1.7218, 4.3657)  0.6510
O (1.4732, -4.7184, -3.1600)  -0.1758
C (7.3219, -1.5222, -2.3841)  -0.0947
H (-2.9082, 0.9714, -5.5951)  0.0786
C (1.4334, 1.4103, 3.1419)  -0.0868
H (5.0225, 1.6530, -1.2612)  0.1236
H (2.0373, -4.7150, -5.1658)  0.0932
N (-2.2120, 1.1883, -4.8899)  0.0508
H (-2.8456, 2.4587, 3.0527)  0.1162
C (-3.9411, -3.6059, 1.5638)  -0.4763
Br (2.1677, -4.3355, 2.6114)  0.6214
H (0.9254, 2.3641, 0.7676)  0.0316
H (5.1877, -0.7002, -0.8488)  0.0841
H (4.5199, 0.9725, -4.0844)  0.0759
H (1.2240, -2.0993, 2.3811)  -0.0703
H (1.3376, 0.5532, 2.4666)  0.0352
N (0.2787, -1.5711, -1.7332)  0.0602
H (3.2775, 1.2248, 1.2200)  0.0623
H (2.6573, 1.9102, -2.0222)  0.0774
H (-6.3215, 5.3940, 3.0371)  0.1015
H (2.6503, 0.3886, -2.6958)  0.0698
C (3.4255, 2.1166, 1.8486)  -0.2289
H (5.7613, 3.3506, 2.2217)  0.0949
H (0.7437, -1.0146, -2.4471)  0.0789
H (-4.3926, 4.4112, 4.1412)  0.1518
H (-2.4301, 3.0029, 5.3338)  0.1003
C (-3.0223, -0.6174, -3.5000)  -0.0602
H (-2.8449, 1.3304, 5.8065)  0.0853
H (6.9812, -1.9639, -3.3257)  0.0927
O (-5.7628, 3.3695, 3.0230)  -0.2317
H (7.1747, -2.2018, -1.5386)  0.0902
H (0.1682, 2.7647, -1.6241)  0.0790
H (-2.8795, -5.4490, 1.8467)  0.1043
C (-2.7668, 0.8783, -3.5543)  -0.4447
C (-3.2464, 2.3184, 5.5657)  -0.0349
Zr (-3.4328, -0.2812, 2.2836)  2.2453
C (-1.0814, 0.1087, 0.9300)  -0.7373
H (2.9025, 0.5191, -0.9140)  0.0231
H (-0.2085, -3.6166, -3.5593)  0.1334
H (-2.0791, -1.1435, -3.6586)  0.0670

Atomic forces in eV per Å
0.059 -0.081 -0.192
-0.044 -0.100 -0.598
-0.905 1.191 0.808
0.145 -0.053 0.305
0.609 -0.266 -0.090
0.117 0.324 -0.062
0.234 5.224 0.803
0.243 -0.148 -0.157
0.152 -0.174 -0.216
0.200 -0.072 -0.278
0.677 0.080 -0.607
0.196 0.216 0.448
0.218 0.016 0.148
0.469 0.885 -0.096
0.161 -0.725 -0.992
0.228 -0.249 -0.156
0.167 -0.165 0.110
-0.768 -0.009 -1.154
-0.084 -0.018 0.053
0.317 -0.545 -0.199
-0.502 -0.303 -0.149
0.535 0.255 -1.202
0.284 0.008 0.180
0.210 0.090 -0.198
-0.029 -0.644 -0.361
0.035 -0.199 -0.046
0.850 -0.797 0.677
-0.141 0.051 0.031
0.068 0.038 -0.166
0.045 0.037 0.035
0.079 0.249 0.030
-0.048 -0.168 0.071
0.048 0.233 -0.017
-0.236 -0.767 0.477
-0.458 0.194 -0.114
-0.035 0.142 0.050
-0.501 -0.806 0.097
-0.003 0.001 -0.095
-0.250 0.306 -0.374
-0.456 -0.014 0.219
0.045 0.426 0.186
-0.335 -0.165 0.337
0.563 -0.382 0.275
-0.665 0.342 -0.061
-0.104 -0.051 -0.276
0.057 0.046 0.107
-1.237 1.266 0.721
-0.026 0.288 0.050
-0.034 -0.197 0.116
-0.632 -0.657 1.045
-0.142 0.047 0.157
-0.206 -0.428 0.357
0.484 -0.384 0.630
0.129 0.494 0.187
-0.038 -0.299 0.037
0.042 0.397 -0.290
0.201 -0.281 0.280
-0.040 -0.106 -0.008
-0.114 -0.239 0.013
-0.293 -0.461 0.015
-0.373 -0.217 0.259
-0.485 1.083 0.297
-0.011 0.104 0.021
-1.389 0.772 -0.296
0.518 0.375 -0.735
-0.071 -0.498 0.474
-0.084 0.114 0.662
-0.038 -0.167 -0.293
-0.005 0.097 -0.073
0.197 0.236 0.038
0.064 -0.030 -0.042
-0.724 0.063 0.047
0.392 0.037 -0.172
-0.192 0.259 0.116
0.103 0.199 0.661
0.374 -0.702 -0.237
-0.359 -1.120 0.236
0.237 0.340 -0.034
-0.184 0.003 0.119
-0.074 -0.210 -0.016
-0.361 0.132 0.154
-0.126 0.136 0.483
0.339 -0.175 0.177
0.453 0.141 0.642
0.173 0.099 0.000
0.524 0.325 0.463
0.231 -0.070 -0.211
0.382 -0.530 0.162
0.272 0.041 -0.026
0.017 -0.037 -0.025
-0.140 0.219 0.118
0.035 -0.078 0.039
-0.027 0.051 0.089
-0.018 0.262 -0.003
0.132 -0.011 -0.291
-0.030 -0.218 0.110
-0.024 -0.077 -0.184
-0.177 -0.071 -0.082
-0.061 -0.103 -0.041
-0.102 0.069 -0.212
-0.211 0.720 -1.003
-0.235 -0.175 0.280
3.852 -3.972 -3.142
-1.868 -0.366 0.280
-0.281 0.016 -0.121
-0.178 0.126 0.369
-0.010 -0.084 0.035